Entry from the OMol25 dataset: a molecular structure, C24H56GeOPS2SbTi (ωB97M-V/def2-TZVPD).

Element x y z (Å)
Ti  1.181  0.475  0.291
C  2.597  2.170  4.671
C  1.805  1.920  3.403
S  1.468  0.238  3.046
C  1.406  2.918  2.602
C  1.773  4.362  2.845
S  0.411  2.651  1.166
H  2.671  1.244  5.238
H  2.119  2.925  5.305
H  3.614  2.513  4.451
H  2.003  4.561  3.895
H  0.956  5.013  2.528
H  2.652  4.633  2.248
C  5.235  -1.614  0.831
Ge  3.784  -2.137  -0.419
C  3.906  -4.146  -0.480
C  4.459  -1.648  -2.237
C  2.047  -1.517  0.146
H  6.097  -2.278  0.736
H  4.866  -1.660  1.858
H  5.558  -0.589  0.638
H  4.871  -4.469  -0.878
H  3.115  -4.552  -1.115
H  3.786  -4.565  0.522
H  5.544  -1.771  -2.266
H  4.218  -0.615  -2.493
H  4.018  -2.302  -2.992
H  2.034  -1.751  1.219
H  1.299  -2.159  -0.337
C  -3.283  -0.966  3.012
C  -2.023  -0.298  2.467
P  -0.950  -1.259  1.293
C  -2.235  -2.246  0.365
C  -1.685  -2.856  -0.926
C  -0.396  -2.579  2.501
C  0.046  -3.913  1.902
H  -3.778  -0.297  3.720
H  -3.063  -1.899  3.537
H  -3.993  -1.185  2.214
H  -1.346  -0.015  3.275
H  -2.291  0.620  1.940
H  -3.026  -1.540  0.107
H  -2.653  -3.017  1.020
H  -1.276  -2.062  -1.554
H  -2.473  -3.374  -1.482
H  -0.886  -3.574  -0.728
H  -1.218  -2.762  3.197
H  0.419  -2.126  3.067
H  -0.771  -4.397  1.362
H  0.883  -3.785  1.217
H  0.365  -4.596  2.696
C  -5.310  0.271  -0.612
C  -4.669  1.620  -0.938
Sb  -2.222  1.304  -1.094
C  -2.005  3.495  -1.043
C  -3.104  4.303  -1.723
C  -2.563  1.246  -3.268
C  -2.946  -0.146  -3.762
H  -6.408  0.299  -0.536
H  -4.932  -0.109  0.343
H  -5.059  -0.477  -1.374
H  -4.904  2.334  -0.135
H  -5.103  2.025  -1.865
H  -1.034  3.715  -1.486
H  -1.935  3.757  0.011
H  -3.173  4.071  -2.789
H  -2.906  5.378  -1.629
H  -4.075  4.090  -1.274
H  -1.659  1.593  -3.775
H  -3.366  1.955  -3.478
H  -2.166  -0.867  -3.513
H  -3.095  -0.168  -4.850
H  -3.877  -0.474  -3.291
C  1.007  -0.840  -3.001
O  -0.045  -0.335  -2.224
C  0.249  0.881  -1.468
C  0.899  1.944  -2.349
H  0.701  -1.820  -3.382
H  1.916  -0.959  -2.403
H  1.234  -0.195  -3.860
H  1.942  1.712  -2.612
H  0.910  2.887  -1.801
H  0.350  2.092  -3.290
C  3.099  1.301  -0.026
H  3.655  1.151  0.910
H  3.034  2.377  -0.204
H  3.695  0.864  -0.837

Summary:
Largest force on an atom (eV Å⁻¹): 1.24
Kohn-Sham gap (eV): 4.8
Total charge: -2
Lowest unoccupied orbital energy (Eh): 0.17279
HOMO energy (eV): -0.059

Atom charges from the Mulliken analysis, given in e for atoms 1 to 2:
1. Ti -1.10
2. C -1.69